(1)
14
Properties=species:S:1:pos:R:3 method="wB97M-V/def2-TZVPD" lumo_energy_ev=-6.58 charge=+1 e_above_lowest_kcal_mol=157.7 molar_mass_g_mol=82.13 gap_ev=4.95 e_homo_ev=-11.5
C -3.415 -0.735 0.475
C 2.013 0.032 0.036
C 1.683 -1.168 -0.206
C -1.561 0.268 -0.817
C 2.483 1.265 0.256
N -2.501 -0.250 -0.219
H -4.038 -1.570 0.196
H -3.661 -0.181 1.332
H 0.577 -1.595 -0.069
H 2.312 -1.975 -0.557
H -1.658 1.030 -1.492
H 1.751 1.980 0.143
H 3.256 1.625 -0.466
H 2.759 1.274 1.389

(2)
9
Properties=species:S:1:pos:R:3 method="wB97M-V/def2-TZVPD" lumo_energy_ev="-2.86 / -2.86" e_above_lowest_kcal_mol=48.9 molar_mass_g_mol=252.46 gap_ev="7.26 / 7.27" e_homo_ev="-10.1 / -10.1"
C -0.972 1.216 0.216
C -0.374 0.090 0.464
O 0.171 -2.021 -1.096
O 1.978 -0.780 0.189
S 0.748 -0.825 -0.567
Cl 0.813 0.360 -2.247
I -0.138 -1.399 2.799
H -1.460 1.734 1.064
H -0.768 1.624 -0.822

(3)
13
Properties=species:S:1:pos:R:3 method="wB97M-V/def2-TZVPD" lumo_energy_ev=-4.50 charge=+1 e_above_lowest_kcal_mol=67.4 molar_mass_g_mol=74.11 gap_ev=9.78 e_homo_ev=-14.3
C -1.578 -0.246 -0.450
C -0.566 1.970 -0.876
N -1.345 -1.041 0.572
N 1.052 -0.398 0.928
N -1.232 0.984 -0.473
H -2.089 -0.805 -1.143
H -0.923 2.995 -0.570
H 0.359 1.782 -1.248
H -1.527 -2.055 0.594
H -0.816 -0.739 1.384
H 1.653 -1.215 0.911
H 0.868 0.003 1.854
H 1.604 0.359 0.553

(4)
14
Properties=species:S:1:pos:R:3 method="wB97M-V/def2-TZVPD" lumo_energy_ev=0.81 e_above_lowest_kcal_mol=140.9 molar_mass_g_mol=71.12 gap_ev=7.80 e_homo_ev=-7.0
C -0.889 -1.241 0.230
C -0.825 1.223 0.352
N -0.277 0.004 -0.270
H -0.163 0.058 -1.453
H -1.968 -1.198 0.078
H -0.656 -1.382 1.286
H -0.481 -2.079 -0.337
H -0.370 2.090 -0.129
H -1.905 1.252 0.199
H -0.590 1.245 1.416
C 1.373 -0.046 -0.438
C 2.329 -0.056 0.332
H 3.352 0.061 0.613
H 1.071 0.068 -1.878

(5)
11
Properties=species:S:1:pos:R:3 method="wB97M-V/def2-TZVPD" lumo_energy_ev=0.48 e_above_lowest_kcal_mol=70.1 molar_mass_g_mol=70.09 gap_ev=9.85 e_homo_ev=-9.4
C 0.516 -1.901 0.147
C -0.545 -1.061 -0.418
C 0.013 2.096 0.560
H 1.394 -1.214 0.419
H 0.839 -2.690 -0.576
H 0.143 -2.471 1.102
H -1.487 -1.531 -0.788
H 0.786 2.704 0.981
H -1.167 2.460 0.536
N -0.595 0.229 -0.501
N 0.536 0.904 0.013

(6)
65
Properties=species:S:1:pos:R:3 method="wB97M-V/def2-TZVPD" lumo_energy_ev=2.40 charge=-1 molar_mass_g_mol=501.22 gap_ev=6.43 e_homo_ev=-4.0
N 0.911 2.341 0.143
B 0.904 3.182 -1.129
Br 1.724 2.142 -2.665
C -0.567 3.733 -1.589
C -1.794 3.064 -0.864
C -2.551 4.102 0.038
F -2.041 4.122 1.336
P 2.044 4.740 -0.846
S 1.979 6.044 -2.348
H 0.372 2.777 0.893
H 1.855 2.287 0.530
H -0.603 4.832 -1.382
H -0.662 3.569 -2.685
H -1.576 2.122 -0.327
H -2.537 2.801 -1.659
H -3.626 3.804 0.073
H -2.494 5.096 -0.451
H 1.775 5.375 0.404
H 3.410 4.286 -0.811
C 2.660 -2.834 1.467
O 3.582 -2.371 0.505
C 3.273 -1.056 0.043
C 4.536 -0.325 -0.378
O 5.326 0.146 0.716
C 6.026 -0.828 1.479
C 7.218 -1.439 0.757
O 6.795 -2.371 -0.228
C 7.674 -2.432 -1.331
H 1.676 -2.993 1.015
H 3.032 -3.782 1.858
H 2.582 -2.128 2.301
H 2.765 -0.480 0.823
H 2.608 -1.155 -0.821
H 4.228 0.574 -0.918
H 5.134 -0.917 -1.070
H 5.349 -1.595 1.858
H 6.411 -0.288 2.348
H 7.839 -1.984 1.481
H 7.814 -0.639 0.306
H 7.810 -1.439 -1.773
H 7.225 -3.081 -2.082
H 8.642 -2.847 -1.031
C -4.458 -4.493 0.097
O -4.681 -3.223 0.672
C -3.469 -2.528 0.945
C -3.682 -1.025 0.865
O -3.772 -0.523 -0.464
C -4.955 -0.830 -1.191
C -6.187 -0.078 -0.710
O -6.673 -0.623 0.509
C -7.287 0.348 1.330
H -3.987 -5.167 0.819
H -5.426 -4.902 -0.195
H -3.839 -4.409 -0.803
H -2.687 -2.819 0.238
H -3.156 -2.796 1.961
H -2.796 -0.545 1.289
H -4.531 -0.705 1.468
H -5.129 -1.906 -1.226
H -4.752 -0.509 -2.215
H -6.984 -0.177 -1.458
H -5.937 0.981 -0.592
H -6.602 1.180 1.526
H -7.531 -0.123 2.282
H -8.207 0.719 0.867

(7)
84
Properties=species:S:1:pos:R:3 method="wB97M-V/def2-TZVPD" lumo_energy_ev=0.14 smiles="C[C@H](F)[SiH2]P(O)Br.CC(C)=O.CC(C)=O.CC(C)=O.CC(C)=O.CC(C)=O.CC(C)=O.CC(C)=O" molar_mass_g_mol=611.60 gap_ev=8.81 e_homo_ev=-8.7
C -4.565 -0.677 -0.690
C -4.973 0.758 -0.997
F -4.147 1.625 -0.249
Si -6.782 1.241 -0.604
P -8.064 -0.577 -0.205
O -8.983 -0.653 -1.589
Br -9.458 0.201 1.365
H -3.719 -0.677 -0.024
H -4.288 -1.199 -1.594
H -5.339 -1.268 -0.213
H -4.755 0.986 -2.033
H -6.761 2.163 0.550
H -7.334 1.931 -1.796
H -8.514 -1.291 -2.153
C -2.258 -1.679 2.920
C -1.234 -1.175 1.935
O -1.413 -1.256 0.738
C 0.018 -0.568 2.504
H -3.108 -2.091 2.378
H -1.825 -2.457 3.548
H -2.601 -0.864 3.556
H 0.555 -1.303 3.108
H -0.235 0.299 3.119
H 0.665 -0.246 1.689
C 4.729 -2.925 2.898
C 3.318 -2.487 2.591
O 2.605 -2.007 3.444
C 2.832 -2.668 1.178
H 4.949 -2.738 3.947
H 4.841 -3.991 2.695
H 5.434 -2.368 2.280
H 2.871 -3.725 0.904
H 3.449 -2.090 0.494
H 1.807 -2.320 1.099
C -3.960 -4.756 6.591
C -4.144 -3.454 5.850
O -3.228 -2.683 5.690
C -5.525 -3.160 5.317
H -2.927 -4.844 6.918
H -4.615 -4.787 7.462
H -4.199 -5.596 5.936
H -6.244 -3.125 6.137
H -5.827 -3.935 4.612
H -5.521 -2.199 4.808
C 3.490 1.727 -1.960
C 2.609 0.742 -1.244
O 3.034 0.019 -0.369
C 1.163 0.688 -1.669
H 4.502 1.664 -1.564
H 3.499 1.489 -3.028
H 3.114 2.742 -1.814
H 1.101 0.426 -2.726
H 0.693 1.661 -1.514
H 0.632 -0.059 -1.081
C 5.427 -0.413 -5.504
C 3.995 -0.008 -5.751
O 3.315 0.463 -4.865
C 3.454 -0.206 -7.139
H 5.690 -0.216 -4.467
H 5.552 -1.477 -5.707
H 6.092 0.155 -6.156
H 3.501 -1.264 -7.410
H 4.037 0.374 -7.850
H 2.424 0.127 -7.180
C 2.577 3.823 -6.228
C 2.889 3.578 -7.683
O 2.766 2.481 -8.177
C 3.363 4.760 -8.494
H 2.252 2.895 -5.763
H 3.466 4.187 -5.711
H 1.784 4.567 -6.137
H 4.284 5.161 -8.068
H 2.602 5.541 -8.494
H 3.551 4.447 -9.518
C 0.105 3.167 5.957
C 1.588 2.884 5.888
O 2.403 3.712 6.221
C 1.997 1.523 5.385
H -0.055 4.174 6.333
H -0.338 3.081 4.964
H -0.380 2.454 6.626
H 1.629 1.373 4.369
H 1.588 0.745 6.031
H 3.081 1.447 5.383

(8)
12
Properties=species:S:1:pos:R:3 method="wB97M-V/def2-TZVPD" lumo_energy_ev=6.15 charge=-2 e_above_lowest_kcal_mol=14.5 molar_mass_g_mol=220.12 gap_ev=6.79 e_homo_ev=-0.6
C -0.182 0.035 -0.534
O 0.521 1.920 1.388
O -1.843 -0.243 1.278
O 1.749 0.786 -2.231
O 0.874 -0.352 2.091
O 2.151 0.525 0.137
O -2.604 -0.885 -0.960
O -0.999 -2.299 0.024
P 1.540 -0.282 -1.241
S 0.707 0.538 0.958
S -1.524 -0.953 0.053
H -0.391 1.210 -0.965